No. 1
ORCA calculation (ωB97M-V/def2-TZVPD) on 2 unconnected molecules or ions with the total composition C9H14O.

Calculated values
Max |F| ... 1.26 eV/A
Structure (SMILES) ... Cc1ccc(O)cc1.CC
Charge ... 0

Geometry as XYZ:
```
24
C9H14O (ωB97M-V/def2-TZVPD)
C 0.81836 -2.16866 -1.24337
C -0.13642 -1.04566 -0.97701
C -0.83314 -0.95322 0.21166
C -1.65047 0.14181 0.52170
C -1.86178 1.11933 -0.43550
O -2.64120 2.23908 -0.20621
C -1.22652 1.02641 -1.66542
C -0.35614 -0.03894 -1.90587
H 1.09315 -2.72980 -0.34632
H 1.72847 -1.82430 -1.74248
H 0.40900 -2.92864 -1.91647
H -0.76204 -1.66893 1.02108
H -2.12492 0.15841 1.48745
H -3.18578 2.10251 0.59467
H -1.40103 1.75788 -2.42740
H 0.16711 0.01634 -2.86066
C 2.76365 0.24828 1.65123
C 3.45838 -0.24958 2.93331
H 3.32486 0.00204 0.74651
H 1.77976 -0.20976 1.56627
H 2.59382 1.33198 1.66297
H 2.72508 -0.39061 3.72076
H 4.19505 0.46292 3.26624
H 3.97385 -1.18206 2.72589
```


No. 2
ORCA calculation (ωB97M-V/def2-TZVPD) on a single C6H6N2O molecule.

Calculated values
Max |F| ... 8.94 eV/A
Structure (SMILES) ... N/C=C1\C=NC=C1C=O
Charge ... 0

Geometry as XYZ:
```
15
C6H6N2O (ωB97M-V/def2-TZVPD)
N 0.94148 1.89687 1.50606
C 0.91800 0.75216 0.83316
C 0.03418 0.33017 -0.12662
C -0.93663 1.16513 -0.95299
N -1.71267 0.29642 -1.57020
C -1.15528 -1.01854 -1.69779
C -0.26153 -0.98105 -0.57466
C 0.59179 -2.10068 -0.12333
O 1.66041 -1.52949 0.53500
H -0.06363 2.53052 1.38677
H 1.03126 1.72791 2.75767
H 1.59454 -0.11466 1.19872
H -1.40664 2.22260 -0.84006
H -1.33375 -1.94086 -2.21960
H 0.09847 -3.23651 -0.11213
```


No. 3
ORCA calculation (ωB97M-V/def2-TZVPD) on a gas-phase ion, C2H9N2O (charge +1).

Calculated values
Max |F| ... 3.24 eV/A
Structure (SMILES) ... [NH3+]CNCO
Charge ... +1

Geometry as XYZ:
```
14
C2H9N2O (ωB97M-V/def2-TZVPD)
N 0.47603 1.83957 0.01749
C -0.02854 0.59405 0.63301
N -0.72270 -0.18680 -0.40144
C -0.40389 -1.62619 -0.26353
O 1.04073 -1.54635 -0.44347
H 1.15949 2.39533 0.53964
H -0.29456 2.52302 -0.18002
H 0.84740 1.62578 -0.91253
H -0.85028 0.84035 1.29521
H 0.77718 0.16172 1.23058
H -1.73415 -0.10883 -0.37805
H -0.65096 -1.94634 0.78091
H -0.82759 -2.12304 -1.12646
H 1.21183 -2.44227 -0.79134
```


no.,electronic energy (Eh),lowest unoccupied orbital energy (eV)
1,-426.56480,0.87
2,-416.75091,-1.03
3,-266.06779,-3.63